No. 1
18
Properties=species:S:1:pos:R:3 method="wB97M-V/def2-TZVPD" smiles="CO[P@](O)(=S)N(C)C" spin_multiplicity=1 homo_lumo_gap_ev=8.588 lumo_ev=0.55
C 1.9692 -0.4564 -0.2229
C 0.7215 1.3195 -1.3059
C -2.6975 -0.5959 0.4374
N 0.8714 0.5232 -0.1111
O 0.1101 -0.4490 2.2382
O -1.2944 -0.6225 0.2127
P -0.3731 0.3721 0.9451
S -1.4031 2.3697 1.7238
H 2.0937 -0.8970 0.7156
H 1.7119 -1.2321 -1.1635
H 2.8910 0.0636 -0.4715
H 1.4378 2.0847 -1.4112
H 0.9770 0.6900 -2.1972
H -0.3366 1.6276 -1.3815
H -2.8796 -1.0797 1.5258
H -3.3741 -1.0715 -0.2402
H -3.0177 0.5100 0.4782
H 0.7048 0.0475 2.8027


No. 2
17
Properties=species:S:1:pos:R:3 method="wB97M-V/def2-TZVPD" spin_multiplicity=1 homo_lumo_gap_ev=8.461 charge=+1 lumo_ev=-4.68
C 1.7749 -0.2517 0.9748
C 1.2671 1.1127 1.3639
C -2.0911 -0.7142 -1.4943
N -1.2060 -1.4869 -2.0674
O 0.5728 -1.0164 0.8518
O -0.4293 1.1561 -0.8201
S -0.4860 1.2162 0.6689
H 2.4228 -0.7059 1.7055
H 2.2585 -0.0369 0.0245
H 1.8684 1.9167 1.0641
H 0.9254 1.1988 2.3865
H -2.6653 -0.1982 -2.2012
H -2.2530 -0.4818 -0.3599
H -1.1255 -1.4950 -3.0895
H -0.6216 2.5831 0.7117
H -0.4284 -1.8076 -1.5358
H 0.2162 -0.9891 1.8165


No. 3
18
Properties=species:S:1:pos:R:3 method="wB97M-V/def2-TZVPD" spin_multiplicity=1 homo_lumo_gap_ev=1.315 charge=-1 lumo_ev=-2.47
C -2.7326 0.3048 0.9199
C -3.5707 0.7600 -0.1269
S -6.8164 0.5481 -0.0272
C -2.4006 -0.8734 0.2590
N -1.0212 -1.1249 -0.1085
O 0.1585 0.8762 0.3074
H -1.9464 0.7808 1.5018
H -3.1911 -1.6130 0.0860
H -4.7036 0.4412 -0.0862
H -3.2544 1.0458 -1.0883
H -0.4692 -0.2942 -0.3753
H -0.7486 -1.9068 -0.6832
H 4.2302 0.3392 -0.3773
H 0.7975 1.5377 0.5634
O 5.0860 0.8219 -0.4494
H 7.2331 -1.2330 0.2542
H 6.1776 0.0706 -0.2939
O 7.1720 -0.4811 -0.2755


No. 4
16
Properties=species:S:1:pos:R:3 method="wB97M-V/def2-TZVPD" smiles="CC(C)N[PH2]=O" spin_multiplicity=1 homo_lumo_gap_ev=10.849 lumo_ev=0.94
C 1.4810 -1.0681 0.5429
C 0.8896 1.2669 -0.0530
C 0.4764 -0.1864 -0.2208
N -0.8918 -0.3015 0.4260
O -3.3872 0.4218 0.4354
P -2.2742 0.1598 -0.4660
H 1.6495 -0.7180 1.4861
H 1.1742 -2.1172 0.6213
H 2.4610 -0.9263 0.0338
H 1.1139 1.5163 1.0201
H 0.0820 1.7731 -0.4914
H 1.7477 1.5166 -0.6159
H 0.4826 -0.4824 -1.2135
H -0.9830 -1.1664 0.8888
H -1.6532 1.1758 -0.9601
H -2.3686 -0.8640 -1.4336


No. 5
16
Properties=species:S:1:pos:R:3 method="wB97M-V/def2-TZVPD" spin_multiplicity=1 homo_lumo_gap_ev=5.749 charge=-1 lumo_ev=3.28
C -0.3107 0.7999 -1.9742
C -0.3987 -0.4105 -1.0185
S 0.4694 -1.8999 -1.4651
H 0.6496 0.6016 -2.4762
H -1.0569 1.0083 -2.7482
H -0.2044 1.6587 -1.3072
H -1.4524 -0.5120 -0.6995
H 0.1236 -0.1283 -0.0995
H 0.1969 -1.7633 -2.7649
N -0.5520 -0.1798 2.3606
C 0.7628 0.4478 1.9511
O 0.7432 1.4562 1.0720
H -0.5320 -0.8069 3.1573
H -1.0419 -0.6938 1.6400
H 1.3588 -0.4171 1.5079
H 1.2447 0.8391 2.8644


No. 6
16
Properties=species:S:1:pos:R:3 method="wB97M-V/def2-TZVPD" spin_multiplicity=1 homo_lumo_gap_ev=6.017 charge=-1 lumo_ev=3.27
C -0.2720 -1.3103 -0.0048
C 0.1133 -0.7380 -1.3438
S 1.7843 -1.2905 -2.0150
H -0.4590 -0.3796 0.5917
H -1.2786 -1.7376 0.0437
H 0.4205 -1.9672 0.5324
H 0.2477 0.3269 -1.2487
H -0.5722 -0.8968 -2.1627
H 2.3091 -1.2430 -0.7838
N -0.6919 1.3530 2.8748
C -1.5283 1.8844 1.7543
O -1.4111 1.1773 0.6360
H -0.1513 2.0329 3.4090
H -0.0073 0.6606 2.5952
H -1.2460 2.9692 1.6732
H -2.5742 1.8933 2.1361


No. 7
16
Properties=species:S:1:pos:R:3 method="wB97M-V/def2-TZVPD" spin_multiplicity=1 homo_lumo_gap_ev=5.962 charge=-1 lumo_ev=3.66
C 0.0118 0.3383 -2.6239
N -0.8858 -0.1362 -1.5109
C -0.6479 0.7615 -0.3937
C -0.5663 -0.0166 0.9129
S -1.6108 0.8052 2.2156
H -0.5705 0.6676 -3.4808
H 0.7454 -0.4401 -2.8857
H 0.6939 1.2701 -2.4507
H -1.8330 -0.3144 -1.8670
H 0.2699 1.4569 -0.3578
H -1.6760 1.4172 -0.3710
H 0.5434 -0.3716 1.0459
H -1.1390 -0.9404 0.7325
H 1.4734 -1.2224 3.8204
H 2.9626 -1.5128 3.3009
O 2.2288 -1.7624 3.9132


No. 8
16
Properties=species:S:1:pos:R:3 method="wB97M-V/def2-TZVPD" spin_multiplicity=1 homo_lumo_gap_ev=6.721 charge=-1 lumo_ev=4.15
C -2.2878 0.7502 1.7129
C -1.0185 1.1808 0.9855
S 0.6645 0.5830 1.3677
H -3.0649 0.6517 0.9450
H -2.1358 -0.2024 2.2223
H -2.7417 1.4735 2.4015
H -0.8888 2.2669 0.8795
H -1.2219 0.9425 -0.0658
H -0.1845 -1.2059 -0.1285
N 1.3013 -0.7317 -2.7520
C 1.2051 -1.0876 -1.3662
O -0.2365 -1.2507 -1.1045
H 0.8764 -1.3698 -3.4113
H 0.7892 0.1388 -2.8456
H 1.6342 -0.2765 -0.7870
H 1.5794 -2.0815 -1.1220


No. 9
16
Properties=species:S:1:pos:R:3 method="wB97M-V/def2-TZVPD" spin_multiplicity=1 homo_lumo_gap_ev=6.745 charge=-1 lumo_ev=4.04
C -1.1045 -1.5774 -0.5829
N -1.2213 -0.6181 0.5050
C -1.3497 0.7103 0.0772
C 0.0030 1.4418 0.1090
S 1.1099 1.6045 -1.4480
H -1.9235 -1.3769 -1.2593
H -1.2949 -2.5843 -0.2031
H -0.1221 -1.6869 -1.1754
H -0.4655 -0.6689 1.0916
H -1.8124 0.5425 -0.9114
H -2.0592 1.2854 0.6597
H 0.4905 0.7468 0.7267
H 0.1954 2.3182 0.7678
H 2.8259 0.5476 0.7704
H 3.2921 -0.4598 -0.0097
O 3.4362 -0.2250 0.8825


No. 10
16
Properties=species:S:1:pos:R:3 method="wB97M-V/def2-TZVPD" spin_multiplicity=2 homo_lumo_gap_ev="10.452 / 7.001" lumo_ev="0.82 / -2.24"
C 0.8587 0.0143 0.3714
C 1.1193 -1.5157 0.4373
S 0.2862 -2.3110 -0.9948
C -0.5872 0.3366 0.7755
N -1.1689 1.5848 0.3201
H 1.2086 0.4938 -0.5577
H 1.6688 0.4032 1.0272
H 0.7830 -2.0345 1.3645
H 2.2157 -1.6924 0.4605
H -0.6313 0.1174 1.8314
H -1.1867 -0.5244 0.2710
H -2.1404 1.6871 0.5591
H -0.6674 2.3698 0.7284
H -0.2991 -0.3664 -2.2183
H -0.8940 0.9413 -1.7872
O -0.5652 0.4959 -2.5885